Record 1
Below is a structure of composition C25H28N9O3S2Sn in a non-equilibrium geometry, with properties calculated with ωB97M-V with the def2-TZVPD basis set.

For the energy above the lowest of the compared OMol25 structures with the same formula, charge and spin, the calculation gives 0.00 kcal/mol. As for the orbital gap (alpha / beta): 6.4 / 6.4 eV. The calculation puts the max |F| at 1.3 eV Å⁻¹. As for the total charge: +1. The calculation puts the total energy at -2698.4846 hartree.

Atoms and positions in Å:
Sn: -0.9459 1.7884 0.3887
S: -0.7000 1.3433 2.8087
C: 1.0104 0.9871 2.7344
N: 1.6646 0.3414 3.6796
N: 1.0441 -0.0090 4.7392
C: 1.6344 -0.7919 5.7516
C: 2.9308 -1.2768 5.6302
C: 3.4551 -2.0465 6.6534
C: 2.6999 -2.3266 7.7850
C: 1.4070 -1.8349 7.8958
C: 0.8688 -1.0670 6.8784
N: 1.7610 1.2740 1.6716
N: 1.3864 1.8738 0.6439
C: 2.3748 1.9155 -0.3888
C: 3.5452 1.1568 -0.2930
C: 4.4834 1.2179 -1.3050
C: 4.2607 2.0091 -2.4256
C: 3.1114 2.7787 -2.5042
C: 2.1808 2.7474 -1.4780
H: 0.0564 0.2239 4.8346
H: 3.5059 -1.0443 4.7450
H: 4.4632 -2.4288 6.5684
H: 3.1206 -2.9244 8.5819
H: 0.8182 -2.0442 8.7782
H: -0.1387 -0.6732 6.9548
H: 3.7003 0.5332 0.5748
H: 5.3974 0.6454 -1.2209
H: 4.9855 2.0317 -3.2282
H: 2.9442 3.4146 -3.3635
H: 1.3146 3.3873 -1.4999
C: 1.7756 -0.5838 -3.7746
C: 0.4078 -1.1334 -4.1779
C: -0.7538 -0.2423 -3.7129
C: -2.1127 -0.8717 -4.1095
C: -3.3320 -0.0602 -3.6712
C: -0.6620 1.1050 -4.4182
O: -0.4915 1.2128 -5.6012
N: -0.8410 2.2461 -3.6328
C: -0.8833 2.2434 -2.2745
O: -0.9984 3.2722 -1.5995
N: -0.7792 1.0699 -1.6172
C: -0.7238 -0.1766 -2.1849
O: -0.6625 -1.1801 -1.5100
H: 2.5647 -1.2442 -4.1312
H: 1.8695 -0.5097 -2.6881
H: 1.9486 0.4042 -4.2067
H: 0.2650 -2.1212 -3.7413
H: 0.3504 -1.2170 -5.2629
H: -2.1495 -1.8672 -3.6657
H: -2.1151 -0.9802 -5.1948
H: -3.3410 0.1010 -2.5894
H: -4.2463 -0.5888 -3.9372
H: -3.3635 0.9140 -4.1619
H: -0.8741 3.1433 -4.0994
C: -2.6868 -3.3369 0.2663
N: -3.4983 -2.1258 0.4069
C: -4.9475 -2.2569 0.5517
C: -2.9224 -0.9642 0.4363
N: -2.4120 0.0721 0.4434
H: -3.0657 -3.9300 -0.5653
H: -2.7370 -3.9297 1.1800
H: -1.6558 -3.0622 0.0603
H: -5.3538 -2.7897 -0.3076
H: -5.4054 -1.2732 0.6089
H: -5.1819 -2.8152 1.4581
S: -3.6445 5.3840 -0.0793
C: -3.0354 3.9898 0.2952
N: -2.6458 2.9005 0.6171

Cartesian forces, eV/Å:
Sn -0.83 -0.05 0.05
S -0.09 0.30 -0.53
C -0.69 0.10 -0.02
N 0.35 -0.08 -0.06
N -0.29 0.13 -0.23
C 0.20 -0.17 0.28
C -0.05 0.10 -0.14
C 0.00 0.01 0.04
C 0.00 0.00 0.02
C 0.04 -0.02 0.02
C -0.06 0.10 -0.13
N 1.27 -0.03 0.44
N -1.16 -0.40 -0.03
C 0.47 0.05 -0.33
C -0.22 -0.05 0.09
C 0.00 0.00 -0.05
C -0.01 0.02 -0.01
C 0.05 0.01 -0.07
C -0.19 0.04 0.08
H -0.01 -0.04 0.08
H 0.03 -0.03 0.02
H 0.00 0.01 -0.01
H 0.00 0.00 -0.01
H -0.01 -0.01 -0.01
H 0.00 -0.02 0.04
H 0.05 -0.02 -0.04
H -0.03 -0.04 -0.01
H 0.01 0.02 0.02
H -0.01 0.04 0.03
H -0.12 0.14 -0.08
C -0.14 -0.03 -0.03
C 0.23 0.11 0.01
C -0.08 -0.11 0.13
C -0.14 0.12 -0.01
C 0.13 -0.07 -0.02
C 0.02 -0.12 0.03
O -0.05 0.01 0.02
N -0.02 0.21 0.18
C -0.01 0.06 -0.85
O 0.46 -0.11 0.14
N 0.16 0.19 1.17
C 0.12 -0.15 -0.46
O 0.04 0.10 0.06
H 0.03 0.03 0.01
H 0.05 0.03 0.00
H 0.03 -0.01 0.01
H -0.07 -0.02 -0.04
H -0.07 -0.04 0.01
H 0.07 -0.02 -0.02
H 0.05 -0.06 0.00
H -0.04 0.01 0.00
H -0.02 0.02 0.01
H -0.03 0.01 0.02
H 0.01 -0.02 -0.04
C 0.07 -0.07 -0.01
N 0.02 -0.06 -0.04
C -0.08 -0.01 0.05
C -0.11 0.03 -0.06
N 0.12 -0.06 0.12
H -0.02 0.03 -0.02
H -0.01 0.02 0.01
H -0.01 0.03 -0.02
H 0.03 0.01 -0.02
H 0.03 0.01 0.01
H 0.02 0.02 0.01
S 0.04 -0.02 -0.02
C -0.02 -0.04 0.09
N 0.50 -0.10 0.11

natural (NBO) atomic charge list, values in e, 2 entries:
1. Sn 1.923
2. S -0.194

=====

Record 2
Below is an isolated molecule of C2H4NP in a non-equilibrium geometry, with properties calculated with ωB97M-V with the def2-TZVPD basis set.

For the energy above the lowest of the compared OMol25 structures with the same formula, charge and spin, the calculation gives 48.00 kcal/mol. As for the orbital gap: 9.2 eV. The calculation puts the max |F| at 4.6 eV Å⁻¹. The calculation puts the total energy at -474.5972 hartree.

Atoms and positions in Å:
C: 0.8353 0.1330 -0.1978
C: -0.2631 -1.0155 0.1761
N: 0.3632 1.3000 -0.1869
P: -1.9169 -0.9390 0.5522
H: 2.0950 0.0525 -0.4927
H: 0.0960 -2.0533 0.0476
H: 1.0125 1.9580 -0.3276
H: -2.2221 0.5643 0.4291

Cartesian forces, eV/Å:
C 0.49 -0.69 -0.04
C 1.36 0.70 -1.03
N -2.93 -2.93 0.93
P 1.05 1.73 -0.57
H -3.75 -0.84 1.04
H -0.04 0.58 0.36
H 3.11 3.19 -0.93
H 0.71 -1.75 0.24

natural (NBO) atomic charge list, values in e, 2 entries:
1. C 0.096
2. C -0.661

=====

Record 3
Below is the ion CH6NS with charge +1 in a non-equilibrium geometry, with properties calculated with ωB97M-V with the def2-TZVPD basis set.

For the energy above the lowest of the compared OMol25 structures with the same formula, charge and spin, the calculation gives 13.61 kcal/mol. As for the orbital gap: 11.1 eV. The calculation puts the max |F| at 3.9 eV Å⁻¹. As for the total charge: +1. The calculation puts the total energy at -494.3343 hartree.

Atoms and positions in Å:
C: 0.5853 0.2481 0.2292
N: -0.5783 -1.0369 0.0347
S: -0.0964 1.8226 0.1920
H: 1.1821 0.0265 1.1779
H: 1.2445 0.0659 -0.6966
H: -0.6286 -1.4773 0.9396
H: -0.2609 -1.6597 -0.7191
H: -1.2899 -0.3274 -0.1375
H: -0.1578 2.3382 -1.0203

Cartesian forces, eV/Å:
C 2.40 -2.31 -2.12
N 2.32 2.63 0.37
S -1.03 1.14 2.47
H -1.20 0.34 -1.29
H -0.82 0.15 1.65
H -0.50 -0.42 0.16
H -0.66 0.33 0.28
H -0.92 -1.11 -0.36
H 0.42 -0.76 -1.16

natural (NBO) atomic charge list, values in e, 2 entries:
1. C -0.438
2. N -0.749

=====

Record 4
Below is an isolated molecule of C4H8S2 in a non-equilibrium geometry, with properties calculated with ωB97M-V with the def2-TZVPD basis set.

For the energy above the lowest of the compared OMol25 structures with the same formula, charge and spin, the calculation gives 85.08 kcal/mol. As for the orbital gap (alpha / beta): 7.4 / 7.5 eV. The calculation puts the max |F| at 3.1 eV Å⁻¹. The calculation puts the total energy at -953.4510 hartree.

Atoms and positions in Å:
C: 1.3515 0.1717 0.2569
C: -1.2636 -0.4288 0.3988
C: 2.6854 0.5218 -0.1055
C: -2.5619 -0.9725 -0.1160
S: -0.0295 -0.2597 -0.7032
S: -3.6863 0.5963 -0.0965
H: 1.0264 0.3680 1.2178
H: -1.2071 0.0072 1.3399
H: 3.4543 -0.2029 0.0526
H: 3.1316 1.4255 0.3104
H: 2.6621 0.5804 -1.2115
H: -2.8721 -1.8088 0.5151
H: -2.5014 -1.3376 -1.1625
H: -4.5280 -0.1054 0.7227

Cartesian forces, eV/Å:
C -2.65 -0.77 -0.80
C -0.19 -1.26 -2.51
C 1.18 0.57 -2.82
C 0.80 1.40 -0.46
S 2.02 0.33 1.23
S -0.47 -2.31 0.73
H -0.50 0.15 2.06
H 0.14 0.55 1.54
H 0.35 -1.10 0.52
H -0.57 0.35 0.01
H 0.53 0.48 0.26
H -0.68 0.47 -0.01
H 0.06 0.27 0.67
H -0.04 0.88 -0.42

natural (NBO) atomic charge list, values in e, 2 entries:
1. C -0.426
2. C -0.519

=====

Record 5
Below is a cluster of 3 separate species, C2H10O2S2 in total in a non-equilibrium geometry, with properties calculated with ωB97M-V with the def2-TZVPD basis set.

For the energy above the lowest of the compared OMol25 structures with the same formula, charge and spin, the calculation gives 23.71 kcal/mol. As for the orbital gap: 9.3 eV. The calculation puts the max |F| at 2.4 eV Å⁻¹. The calculation puts the total energy at -1029.0211 hartree.

Atoms and positions in Å:
C: -0.4296 -1.1594 0.3986
C: -0.6299 -0.9713 -1.1547
S: -1.1832 0.6769 -1.6224
S: -0.0111 1.1239 -3.3120
H: -0.7828 -2.1577 0.6627
H: 0.6417 -1.1628 0.5543
H: -1.1424 -0.5002 0.8899
H: 0.3851 -1.0445 -1.5394
H: -1.2993 -1.7105 -1.5736
H: 0.8556 1.9429 -2.6684
H: 0.4369 -1.5228 2.9550
H: 1.3561 -2.2516 3.9274
O: 0.4808 -2.2541 3.5780
H: 0.7861 3.4607 0.3042
H: 0.4965 3.9544 -1.0778
O: 0.0395 3.5761 -0.3217

Cartesian forces, eV/Å:
C -1.43 -0.78 -1.74
C 1.05 -0.17 0.93
S 0.12 0.46 -0.57
S -0.31 0.05 0.90
H 0.12 -0.12 -0.04
H -0.06 0.78 0.81
H 0.82 0.44 0.62
H -0.29 -0.35 -0.61
H 0.06 -0.17 -0.13
H -0.11 -0.25 -0.18
H 0.05 0.01 0.02
H 0.97 0.06 0.36
O -1.03 -0.06 -0.38
H -0.82 -0.01 -0.31
H -0.21 0.15 -0.27
O 1.07 -0.02 0.59

natural (NBO) atomic charge list, values in e, 2 entries:
1. C -0.640
2. C -0.547

=====

Record 6
Below is a structure of composition C37H44N5OSSiV, with properties calculated with ωB97M-V with the def2-TZVPD basis set.

For the energy above the lowest of the compared OMol25 structures with the same formula, charge and spin, the calculation gives 8.61 kcal/mol. As for the orbital gap (alpha / beta): 6.2 / 6.6 eV. The calculation puts the max |F| at 0.8 eV Å⁻¹. The spin multiplicity is 4. The expectation value of S² is 3.7590. As for the total charge: +1. The calculation puts the total energy at -3416.9068 hartree.

Atoms and positions in Å:
V: -0.2524 -0.4406 0.3212
C: 0.5938 -2.2465 3.7497
C: 0.5619 -0.8765 3.1035
C: -0.6454 -0.1822 2.9035
C: -1.9835 -0.8226 3.1765
C: -0.6234 1.1942 2.5623
C: -1.9555 1.8830 2.3792
C: 0.5971 1.8776 2.5084
C: 0.6950 3.3652 2.3028
C: 1.8005 1.1784 2.7033
C: 3.0997 1.9303 2.7223
C: 1.7851 -0.1998 2.9223
C: 3.0880 -0.9430 3.0585
H: 0.8411 -3.0663 3.0713
H: -0.3565 -2.4937 4.2123
H: 1.3457 -2.2581 4.5387
H: -2.3585 -0.5145 4.1572
H: -1.9411 -1.9077 3.1640
H: -2.7178 -0.5256 2.4328
H: -2.4789 1.5144 1.4916
H: -1.8697 2.9588 2.2792
H: -2.6141 1.6917 3.2263
H: 1.1417 3.8345 3.1805
H: -0.2609 3.8491 2.1418
H: 1.3407 3.5973 1.4526
H: 3.4440 2.1484 1.7087
H: 3.8815 1.3749 3.2310
H: 2.9934 2.8821 3.2377
H: 3.5736 -0.7307 4.0143
H: 3.7819 -0.6492 2.2706
H: 2.9574 -2.0216 3.0079
C: -1.4220 -3.6632 1.2695
Si: -2.7141 -2.7910 0.2041
C: -4.3708 -2.8646 1.1091
C: -2.8566 -3.7925 -1.3893
N: -2.1304 -1.1726 -0.0732
C: -2.9126 -0.3119 -0.8212
C: -4.2252 -0.5679 -1.2555
C: -4.9516 0.3472 -1.9979
C: -4.4102 1.5715 -2.3530
C: -3.1124 1.8718 -1.9570
C: -2.4147 0.9384 -1.2202
O: -1.0744 1.1841 -0.8033
C: -0.4150 2.2346 -1.4494
C: -0.3327 3.4622 -0.8268
C: 0.3371 4.4910 -1.4809
C: 0.8890 4.2829 -2.7321
C: 0.7846 3.0398 -3.3461
C: 0.1294 2.0010 -2.7038
H: -1.8987 -4.2538 2.0544
H: -0.7617 -2.9610 1.7776
H: -0.7990 -4.3416 0.6840
H: -4.4261 -3.7865 1.6919
H: -5.2295 -2.8610 0.4388
H: -4.4958 -2.0322 1.8025
H: -2.9658 -4.8537 -1.1564
H: -1.9581 -3.6871 -2.0036
H: -3.7065 -3.5099 -2.0085
H: -4.6962 -1.5050 -1.0017
H: -5.9584 0.0929 -2.3011
H: -4.9789 2.2875 -2.9279
H: -2.6666 2.8191 -2.2208
H: -0.7986 3.6082 0.1370
H: 0.4118 5.4613 -1.0080
H: 1.3931 5.0935 -3.2410
H: 1.2003 2.8844 -4.3337
H: 0.0152 1.0279 -3.1639
S: 2.5317 0.6393 -0.4098
C: 3.2513 1.6191 -1.5565
N: 3.4950 1.1245 -2.8146
C: 4.0814 1.8367 -3.8012
C: 4.4471 3.1216 -3.5476
C: 4.1773 3.5961 -2.2450
N: 3.6125 2.8958 -1.2971
H: 3.2150 0.1660 -2.9673
H: 4.2210 1.3269 -4.7432
H: 4.9204 3.7359 -4.2955
H: 4.4483 4.6146 -1.9849
N: 0.8994 -3.9221 -4.9855
C: 1.0416 -3.7118 -3.8660
C: 1.2456 -3.4265 -2.4771
C: 2.1051 -4.1948 -1.6922
C: 2.2775 -3.8439 -0.3665
C: 1.5989 -2.7370 0.1159
N: 0.7645 -2.0146 -0.6267
C: 0.5804 -2.3511 -1.9020
H: 2.6151 -5.0442 -2.1247
H: 2.9260 -4.4057 0.2893
H: 1.7263 -2.4174 1.1410
H: -0.1232 -1.7524 -2.4676

Cartesian forces, eV/Å:
V 0.01 0.60 0.51
C 0.02 -0.04 0.04
C -0.03 0.03 0.03
C -0.04 -0.05 -0.04
C -0.08 -0.07 0.13
C -0.10 -0.07 -0.04
C -0.08 0.01 -0.05
C -0.02 0.01 0.00
C 0.05 0.07 0.00
C -0.02 -0.12 0.04
C 0.07 0.07 0.00
C -0.02 0.09 0.00
C 0.07 -0.04 0.02
H 0.03 0.04 -0.01
H -0.01 -0.01 -0.01
H -0.02 0.03 0.01
H 0.02 0.01 0.01
H -0.02 0.07 0.02
H -0.02 0.00 0.00
H -0.01 -0.01 0.03
H 0.01 0.00 0.00
H 0.03 0.01 0.04
H 0.00 0.01 0.02
H 0.02 -0.01 0.03
H 0.02 -0.03 0.02
H -0.03 0.00 -0.01
H 0.03 -0.02 -0.01
H -0.01 0.01 0.04
H -0.01 0.00 0.01
H 0.00 0.01 -0.02
H -0.01 -0.01 -0.02
C 0.01 0.08 -0.01
Si -0.01 -0.23 -0.02
C 0.16 -0.04 0.01
C 0.04 0.12 0.10
N 0.11 0.07 -0.08
C -0.17 0.16 -0.15
C -0.03 0.03 0.01
C 0.00 0.04 -0.03
C 0.04 0.04 0.02
C -0.19 -0.15 0.05
C 0.10 0.04 -0.09
O 0.03 -0.16 -0.05
C 0.15 -0.06 -0.16
C 0.02 -0.08 -0.19
C -0.08 0.03 0.15
C 0.01 -0.01 -0.11
C -0.08 -0.04 -0.01
C -0.05 0.17 0.15
H -0.03 -0.05 -0.02
H 0.00 0.00 -0.10
H 0.01 -0.02 -0.06
H 0.01 -0.03 0.01
H -0.01 -0.03 -0.02
H 0.01 0.04 0.03
H -0.01 -0.04 0.05
H 0.01 -0.01 0.02
H -0.05 0.07 -0.02
H 0.03 -0.01 -0.02
H -0.02 0.00 -0.01
H -0.01 0.01 -0.01
H 0.04 0.02 -0.02
H 0.00 -0.02 -0.08
H 0.01 0.01 -0.01
H 0.01 0.02 -0.01
H -0.01 0.01 -0.01
H -0.01 -0.02 -0.01
S 0.01 -0.39 0.03
C -0.24 0.14 -0.08
N 0.09 0.06 0.04
C -0.02 0.08 0.16
C -0.07 -0.14 0.05
C 0.14 0.12 -0.19
N 0.05 -0.07 0.08
H 0.00 -0.02 -0.01
H 0.03 0.03 -0.03
H 0.01 0.02 -0.01
H 0.00 0.00 0.01
N -0.02 0.01 -0.02
C 0.01 -0.07 -0.12
C -0.03 0.12 0.15
C -0.04 0.01 -0.02
C -0.04 0.11 -0.05
C 0.27 -0.32 0.02
N -0.08 -0.17 -0.18
C 0.00 -0.05 0.04
H 0.02 -0.01 0.01
H 0.02 -0.01 -0.02
H 0.02 0.02 0.05
H 0.00 -0.03 -0.02

Mulliken atomic charge list, values in e, 2 entries:
1. V 1.198
2. C -2.342